Formula: C33H31MnN9O9
Source: the OMol25 dataset
Level of theory: ωB97M-V/def2-TZVPD

XYZ file:
```
83
C33H31MnN9O9, DFT ωB97M-V/def2-TZVPD
Mn 1.59 0.60 0.28
C 3.24 -3.40 0.81
C 2.10 -4.17 1.06
C 1.00 -3.49 1.58
C 1.04 -2.11 1.70
N 2.12 -1.38 1.39
C 3.23 -2.03 1.02
N -0.20 -1.58 2.19
C -0.31 -0.31 2.49
N 0.45 0.75 2.19
C -0.18 1.85 2.58
N 0.21 3.07 2.44
C 1.56 3.34 2.07
C 2.03 4.57 2.56
C 3.30 4.99 2.25
C 4.06 4.22 1.41
C 3.58 2.97 1.05
N 2.36 2.54 1.36
C -1.48 1.51 3.22
C -2.61 2.26 3.60
C -3.77 1.56 4.02
C -3.72 0.21 4.22
C -2.58 -0.58 3.85
C -1.51 0.11 3.27
H 4.18 -3.76 0.34
H 2.01 -5.25 0.80
H 0.06 -3.98 1.75
H 4.08 -1.36 0.91
H 1.43 5.18 3.19
H 3.69 5.92 2.67
H 5.09 4.43 1.12
H 4.14 2.26 0.41
H -2.63 3.34 3.53
H -4.66 2.15 4.27
H -4.56 -0.21 4.63
H -2.69 -1.69 3.92
C 3.19 -1.90 -3.93
N 3.64 -1.19 -2.76
C 4.77 -1.74 -2.05
C 2.93 -0.24 -2.21
O 3.20 0.24 -1.11
C 1.83 0.37 -3.08
O 1.28 1.49 -2.42
C -0.05 1.78 -2.64
C -0.60 2.24 -1.29
O 0.08 2.17 -0.28
N -1.83 2.82 -1.29
C -2.65 2.78 -2.45
C -2.40 3.44 -0.13
H 2.72 -2.81 -3.66
H 2.44 -1.35 -4.51
H 4.02 -2.12 -4.60
H 5.63 -1.73 -2.66
H 4.90 -1.16 -1.16
H 4.60 -2.80 -1.64
H 2.25 0.67 -4.07
H 1.11 -0.42 -3.22
H -0.14 2.51 -3.40
H -0.71 0.95 -2.94
H -2.59 1.89 -2.99
H -3.74 2.81 -2.19
H -2.55 3.67 -3.12
H -3.21 2.82 0.30
H -1.65 3.51 0.69
H -2.76 4.47 -0.33
O 0.74 -2.52 -1.82
C 0.01 -1.72 -1.28
O 0.18 -0.54 -0.90
C -1.39 -2.16 -1.08
C -1.90 -3.39 -1.55
C -3.27 -3.70 -1.40
C -4.14 -2.91 -0.66
C -3.56 -1.74 -0.12
C -2.24 -1.37 -0.32
N -4.40 -0.93 0.77
O -5.27 -1.50 1.41
O -4.15 0.27 0.83
N -3.76 -4.92 -2.00
O -2.97 -5.68 -2.51
O -4.97 -5.07 -2.07
H -1.25 -4.09 -2.03
H -5.13 -3.23 -0.46
H -1.91 -0.48 0.14
```

Summary:
Energy relative to the best compared isomer or geometry (same formula, charge and spin)   0.0 kcal/mol
2S+1   6
Gap between HOMO and LUMO (spin up / spin down)   7.087 / 7.142 eV
E_tot   -3597.03668 hartree
LUMO level (spin up / spin down)   -0.0181 / -0.0181 Ha